(1)
{"formula": "C7H16N3", "method": "wB97M-V/def2-TZVPD", "symbols": ["C", "C", "C", "C", "C", "N", "N", "H", "H", "H", "H", "H", "H", "H", "H", "C", "C", "N", "H", "H", "H", "H", "H", "H", "H", "H"], "xyz": [[-0.169799, -1.106411, -1.570123], [-0.297806, -2.437723, -2.418660], [-1.042636, -0.805123, -0.458578], [-2.441284, -0.622791, -0.519034], [-1.545532, -0.707174, 1.597301], [-0.497259, -0.808401, 0.793595], [-2.780000, -0.611268, 0.863964], [0.915023, -0.984144, -1.222569], [-0.371995, -0.363771, -2.349434], [-0.513820, -3.323158, -1.783565], [-3.039532, -0.676358, -1.519697], [-1.663057, -0.574749, 2.767747], [-3.511565, -0.024458, 1.424548], [0.554410, -2.563573, -2.919233], [-1.259268, -2.331903, -2.975526], [1.584966, 2.143521, 1.337379], [1.498342, 2.168218, -0.114205], [1.922081, 0.725700, 1.771104], [1.948673, 2.988773, 2.008096], [0.459053, 2.301734, 1.740833], [1.103106, 3.100087, -0.660118], [0.890970, 1.252598, -0.548557], [2.710952, 0.427835, 1.136983], [2.078530, 0.675502, 2.869617], [1.154494, -0.029981, 1.517015], [2.312942, 2.187028, -0.768877]], "forces_ev_per_angstrom": [[2.11, -0.25, -1.97], [-4.84, 0.77, 3.83], [-0.96, -0.30, 0.28], [1.63, 0.24, -1.02], [-2.63, 1.11, 3.64], [0.96, -0.09, -0.73], [-2.00, 0.65, 2.25], [-1.33, -0.18, -0.50], [0.46, 0.40, -0.01], [0.50, 0.46, -0.09], [0.72, 0.05, 2.66], [0.84, -0.38, -2.74], [1.51, -1.20, -2.24], [3.01, -0.61, -2.57], [1.11, -0.14, -0.30], [-4.38, 0.80, 3.31], [-2.57, 0.13, -4.03], [0.58, -0.37, 1.37], [1.07, -1.38, -1.33], [1.97, -0.85, -1.04], [-0.53, -1.03, 1.76], [0.73, 1.85, 1.24], [-0.34, 0.13, 1.59], [0.17, -0.13, -3.11], [-0.47, 1.02, -0.24], [2.68, -0.67, -0.04]], "mulliken_charge": [-0.23, -1.27, 0.21, -0.52, -0.54, -0.48, -0.26, 0.16, 0.30, 0.29, 0.26, 0.23, 0.23, 0.46, 0.28, -0.39, -1.11, -0.38, 0.36, 0.29, 0.34, 0.14, 0.48, 0.43, 0.28, 0.44], "orbital_gap_ev": [2.08, 6.17], "energy_ev": -11981.9335, "s_squared": 0.76, "spin_multiplicity": 2, "e_lumo_ev": [-0.09, -0.22]}

(2)
{"formula": "C7H16N3", "method": "wB97M-V/def2-TZVPD", "symbols": ["C", "C", "C", "C", "C", "C", "C", "N", "N", "N", "H", "H", "H", "H", "H", "H", "H", "H", "H", "H", "H", "H", "H", "H", "H", "H"], "xyz": [[1.039482, 0.417917, -2.719752], [0.372176, -0.071073, -0.483290], [1.680017, -0.810700, 1.340081], [-0.831319, -0.741923, 1.387423], [0.387238, 1.315525, 1.705030], [-1.783960, 0.266426, -2.028924], [0.366912, -0.010804, 0.979113], [0.199547, -0.198549, -3.375518], [1.013451, 0.740058, -1.343548], [-0.969090, -0.565898, -2.893932], [1.863757, 0.795575, -3.151727], [0.169489, -1.080041, -0.736320], [1.542844, -1.926755, 1.437992], [1.916894, -0.527085, 2.384206], [2.495771, -0.684708, 0.531167], [-1.711742, -0.482742, 0.887729], [-0.699932, -1.908635, 1.361201], [-0.886510, -0.612958, 2.505441], [0.508708, 1.163797, 2.793330], [-0.538960, 1.764552, 1.689833], [1.153936, 1.951775, 1.342492], [-1.378343, 0.457637, -1.000290], [-1.790727, 1.252138, -2.541565], [-2.806910, -0.253564, -1.854226], [1.361967, 1.615705, -1.009246], [-1.495970, -1.070343, -3.579733]], "forces_ev_per_angstrom": [[1.02, 3.36, 6.63], [-0.65, -0.49, 1.52], [0.51, -0.95, 0.17], [0.48, -4.03, 3.65], [1.09, -1.12, 0.73], [-2.06, 0.63, 1.00], [2.12, -0.14, -0.08], [-2.89, -3.50, -2.63], [0.29, -1.15, -3.03], [0.12, 0.68, 0.39], [2.54, 1.52, -2.14], [0.16, -0.71, -1.07], [-0.28, 1.07, -0.51], [0.73, 0.11, -0.76], [-0.97, 0.21, 1.80], [-1.47, 0.56, -0.43], [-0.28, 2.05, -0.55], [-0.68, 0.05, -1.00], [0.47, -0.17, -0.54], [-2.15, 1.37, -0.65], [0.75, 0.89, -0.16], [-0.30, -0.46, -1.35], [-0.85, -0.39, 0.23], [1.66, 1.14, -0.82], [0.78, 0.33, -0.15], [-0.15, -0.85, -0.27]], "mulliken_charge": [-0.11, -1.81, -1.37, -1.71, -1.79, -0.49, 2.35, -0.48, -0.08, 0.22, 0.55, 0.79, 0.36, 0.38, 0.27, 0.38, 0.35, 0.40, 0.42, 0.43, 0.53, 0.19, 0.33, 0.33, 0.22, 0.32], "orbital_gap_ev": [7.59, 7.48], "energy_ev": -11976.4916, "s_squared": 2.01, "spin_multiplicity": 3, "total_charge": 1, "e_lumo_ev": [-2.92, -7.29]}